# 1
# C5H8O

A molecular structure, C5H8O (ωB97M-V with the def2-TZVPD basis set, the OMol25 dataset).

Positions of all 14 atoms, in Å:
C 1.6747 0.2412 0.8483
C 0.9577 0.9464 -0.0211
C -1.2257 0.2900 -1.1358
C -1.7046 -0.5115 -0.1859
O -1.1522 0.1006 0.9224
C -0.5344 1.0413 -0.0152
H 1.2036 -0.2677 1.6856
H 2.7497 0.1348 0.7319
H 0.7152 -1.9231 0.1922
H 1.4395 1.4563 -0.8556
H -1.2262 0.3467 -2.2129
H 0.3125 -2.4951 -0.0607
H -2.3002 -1.4127 -0.0783
H -0.9096 2.0528 0.1853

## Properties
Gap between HOMO and LUMO ... 10.18 eV
Maximum force ... 0.32 eV Å⁻¹
Total charge ... 0
Multiplicity ... 1
LUMO energy ... 0.0436 Eh
HOMO ... -8.9934 eV

Mulliken population analysis, charges in e, atoms 1 to 2: -0.950, -0.178

---

# 2
# C5H10O2

A molecular structure, C5H10O2 (ωB97M-V with the def2-TZVPD basis set, the OMol25 dataset).

Positions of all 17 atoms, in Å:
C -0.1021 -1.8453 -1.6743
O 0.9487 -1.0108 -1.2374
C -0.3309 1.4670 -0.2245
C -1.4491 0.7497 -0.1007
O -1.3043 0.3332 1.2013
C -0.0604 1.1360 1.2192
C 1.1585 0.3614 1.6600
H -0.8900 -1.8654 -0.9115
H -0.5171 -1.4112 -2.5849
H 0.1748 -2.8839 -1.9110
H 0.1369 2.1036 -0.9613
H 0.4318 -0.2284 -0.9584
H -2.3461 0.5668 -0.6894
H -0.2561 2.0125 1.8392
H 2.0499 1.0000 1.6240
H 1.0152 0.0211 2.6876
H 1.3404 -0.5065 1.0221

## Properties
Gap between HOMO and LUMO ... 10.35 eV
Maximum force ... 0.80 eV Å⁻¹
Total charge ... 0
Multiplicity ... 1
LUMO energy ... 0.0372 Eh
HOMO ... -9.3386 eV

Mulliken population analysis, charges in e, atoms 1 to 2: -0.625, -0.576

---

# 3
# C5H9NOS

A molecular structure, C5H9NOS (ωB97M-V with the def2-TZVPD basis set, the OMol25 dataset).

Positions of all 17 atoms, in Å:
C 0.3566 -1.8244 1.3130
C 1.0125 -0.4766 1.0102
C 0.3510 0.3285 0.1173
C 0.6499 1.7133 -0.3144
C -1.2290 0.4442 -0.1086
H -0.7724 -1.5351 0.5714
H 0.2244 -2.2706 2.3401
H 0.9903 -2.5572 0.8427
H 2.0321 -0.2684 1.4097
H 0.0933 2.3043 0.4115
H 1.7517 1.7875 -0.1998
H -0.6953 2.2287 -1.9223
H -1.6822 1.2683 0.6153
H -0.0339 -1.5593 -1.4072
N -1.9514 -0.1955 -0.9700
O 0.2646 2.1031 -1.6339
S -1.3623 -1.4907 -2.0748

## Properties
Gap between HOMO and LUMO ... 9.74 eV
Maximum force ... 4.97 eV Å⁻¹
Total charge ... 0
Multiplicity ... 1
LUMO energy ... 0.0183 Eh
HOMO ... -9.2442 eV

Mulliken population analysis, charges in e, atoms 1 to 2: -0.894, -0.024

---

# 4
# C2H7N2

2 unconnected molecules or ions with the total composition C2H7N2 (ωB97M-V with the def2-TZVPD basis set, the OMol25 dataset).

Positions of all 11 atoms, in Å:
C 1.2953 -1.3056 -1.1818
N 0.7266 -1.4755 -0.0606
H 0.7606 -1.2150 -2.1245
H 2.3841 -1.2370 -1.2441
H 1.3829 -1.8426 0.6263
C -0.7723 0.9853 1.1671
N -1.4406 1.4899 0.2116
H -1.2319 0.3431 1.9097
H 0.3118 1.0102 1.1515
H -0.9905 1.9923 -0.5462
H -2.4261 1.2550 0.0910

## Properties
Gap between HOMO and LUMO ... 8.26 eV
Maximum force ... 1.33 eV Å⁻¹
Total charge ... +1
Multiplicity ... 1
LUMO energy ... -0.2045 Eh
HOMO ... -13.8273 eV

Mulliken population analysis, charges in e, atoms 1 to 2: -0.235, -0.507

---

# 5
# C26H33N4O6S2

3 unconnected molecules or ions with the total composition C26H33N4O6S2 (ωB97M-V with the def2-TZVPD basis set, the OMol25 dataset).

Positions of all 71 atoms, in Å:
C -3.4795 -0.9014 -2.5974
H -2.5897 -0.1754 -2.8142
H -3.5843 -1.2727 -3.6699
H -3.1147 -1.7002 -2.0294
C -4.7774 -0.4322 -2.2942
N -4.6274 0.4545 -0.8832
C -5.4957 0.0118 0.3478
H -6.4810 0.0194 -0.2241
C -4.9428 -1.1447 0.7013
N -3.4046 -1.3213 0.6615
C -2.7206 0.0419 0.5704
N -1.6853 -0.0635 -0.2565
C -0.7924 0.7542 -0.0400
C 0.4152 1.3032 -0.5158
C 1.0727 2.3512 -0.3343
C 0.4985 3.2218 0.8829
C -0.6154 2.8272 1.4219
C -1.3628 1.7790 1.1200
S -2.7258 1.3283 1.5965
H -1.0617 3.7362 2.2114
O 1.1795 4.3840 1.0302
C 2.4423 4.5748 0.8236
C 2.6715 4.0879 -0.7105
H 1.9680 4.6181 -1.2487
O 2.2894 2.7787 -1.0686
H 3.7901 4.0411 -1.1326
H 3.2247 3.7036 1.3231
H 2.8742 5.6937 0.7060
H 0.6588 0.5477 -1.2455
C -2.8651 -2.5579 0.5104
O -3.5546 -3.4048 0.2676
C -1.4267 -2.5653 0.2904
C -0.6908 -2.9379 -0.7010
C 0.6380 -3.0723 -0.7805
C 1.3064 -2.5749 0.3689
C 0.7367 -1.9731 1.5826
C -0.6571 -2.2033 1.4013
H -1.2139 -1.9310 2.7442
H 1.2570 -1.8621 2.4296
S 2.9811 -2.2066 0.3994
O 3.7784 -2.3735 1.7480
O 3.5604 -2.9484 -0.5401
N 3.0759 -0.5125 -0.2040
H 2.1672 -0.2558 -0.0649
C 3.9877 0.3591 0.5588
H 4.0415 -0.0102 1.6603
H 4.0056 1.2528 0.4877
C 5.6729 -0.2007 0.3208
O 5.8276 0.3244 -1.1703
C 4.8731 -0.4953 -1.8583
H 5.2861 -0.2315 -2.9787
C 3.5375 -0.2536 -1.7148
H 3.1012 -0.9275 -2.3541
H 3.3430 0.6523 -1.8409
H 5.3417 -1.6938 -1.6430
H 6.2677 0.6567 1.0788
H 5.7035 -1.1754 0.4333
H 1.1311 -3.2492 -1.5772
H -1.2534 -3.2130 -1.5594
H -5.0291 -1.2357 2.1431
H -5.2361 -2.1188 0.2021
H -5.3269 0.9186 1.0284
C -4.5670 1.9840 -1.2447
C -3.6433 2.4200 -1.9894
H -3.4803 3.4261 -2.1015
H -3.5746 1.9948 -3.0691
H -2.5211 2.0274 -1.6560
H -4.4556 2.6071 -0.0915
H -5.7221 2.1948 -1.5385
H -5.4739 -0.9794 -1.5189
H -5.1848 0.5073 -2.8043

## Properties
Gap between HOMO and LUMO ... 5.98 eV
Maximum force ... 17.52 eV Å⁻¹
Total charge ... +1
Multiplicity ... 1
LUMO energy ... -0.1404 Eh
HOMO ... -9.7996 eV

Mulliken population analysis, charges in e, atoms 1 to 2: -0.606, 0.087

---

# 6
# C4H13N2O

2 unconnected molecules or ions with the total composition C4H13N2O (ωB97M-V with the def2-TZVPD basis set, the OMol25 dataset).

Positions of all 20 atoms, in Å:
C 0.2872 -1.4611 0.0241
C -0.0035 -0.7756 -1.3414
C 0.4173 0.6484 -1.5471
C -0.4528 1.7289 -1.6934
N -0.0969 2.9445 -2.0167
N -0.1878 -0.6860 1.2032
H -0.1638 -2.4426 -0.0123
H 1.3768 -1.5269 0.0916
H -1.0728 -0.8120 -1.5412
H 0.5007 -1.3693 -2.1067
H 1.4989 0.7757 -1.6525
H -1.4910 1.6350 -1.3763
H 0.8888 3.1634 -2.1553
H -0.6736 3.7713 -1.8628
H 0.1236 0.2831 1.2634
H -0.0972 -1.1745 2.1320
H -1.2022 -0.5841 1.0670
H 0.6994 -1.5667 4.3982
H -0.5897 -2.3663 4.0497
O 0.0726 -1.7591 3.6922

## Properties
Gap between HOMO and LUMO (spin up / spin down) ... 11.25 / 8.29 eV
Maximum force ... 2.20 eV Å⁻¹
Total charge ... +2
Multiplicity ... 2
LUMO energy (spin up / spin down) ... -0.2671 / -0.3989 Eh
HOMO (spin up / spin down) ... -18.5143 / -19.1393 eV

Mulliken population analysis, charges in e, atoms 1 to 2: -0.572, -0.712

---

# 7
# C38H103N5O11

11 unconnected molecules or ions with the total composition C38H103N5O11 (ωB97M-V with the def2-TZVPD basis set, the OMol25 dataset).

Positions of all 157 atoms, in Å:
C 8.6188 12.1483 15.0387
C 8.5814 10.7121 14.6286
C 9.9806 10.1476 14.4814
O 7.7955 9.9295 15.5187
H 9.7069 12.4746 15.0024
H 8.2589 12.3236 16.0705
H 8.0363 12.8046 14.4161
H 8.0951 10.6669 13.6093
H 10.4780 10.0625 15.4318
H 10.6423 10.6876 13.7829
H 9.7920 9.1220 14.1452
H 7.5250 9.1147 15.0501
C 17.2647 7.6799 15.2796
C 15.7554 7.9389 15.3847
C 15.1303 7.5882 14.0616
O 15.1578 7.1620 16.4033
H 17.7386 7.8262 16.2529
H 17.7548 8.2878 14.5590
H 17.4878 6.6068 15.0114
H 15.6158 8.9640 15.5904
H 15.5877 8.0070 13.1548
H 14.1627 8.0161 14.0439
H 15.1738 6.5342 13.9453
H 14.8914 6.3243 15.9799
C 17.5166 17.1618 13.4500
C 17.0681 17.1098 11.9701
C 18.2746 17.6169 11.0974
O 16.6461 15.8667 11.5145
H 18.3221 16.4307 13.5217
H 16.7803 16.8266 14.1387
H 17.7649 18.2038 13.7321
H 16.2623 17.8323 11.8208
H 18.1729 17.3551 10.0599
H 19.2422 17.2538 11.4607
H 18.4182 18.6889 11.2272
H 15.9105 15.5409 12.0088
C 18.8923 9.1305 9.0762
C 17.4415 9.2041 9.4628
C 17.2859 8.6186 10.8579
O 17.0084 10.5650 9.5179
H 19.1404 8.1703 8.6510
H 19.5308 9.2558 9.9553
H 19.1384 9.8355 8.3102
H 16.9557 8.6659 8.6781
H 17.7470 9.3605 11.5172
H 17.7450 7.6561 10.9800
H 16.2800 8.6171 11.2159
H 17.7260 11.1006 9.9651
C 17.6377 11.5922 15.6099
C 16.5245 11.9887 14.6970
C 16.6052 13.4687 14.4296
O 16.5396 11.2160 13.5187
H 17.6062 10.5351 15.7702
H 17.4497 12.1268 16.6045
H 18.5997 11.8807 15.2197
H 15.6340 11.7634 15.2396
H 16.5637 14.1762 15.3107
H 15.7541 13.8028 13.7519
H 17.5295 13.7293 13.8841
H 16.2265 11.8066 12.7979
C 7.7690 7.7018 12.2612
C 8.5845 7.9298 11.0570
C 8.5404 9.3825 10.6227
O 9.9757 7.7399 11.5275
H 7.7516 6.5895 12.4470
H 6.8103 8.2110 12.0814
H 8.2964 8.1571 13.1259
H 8.3391 7.2110 10.2111
H 7.5760 9.7932 10.4544
H 9.1842 9.5404 9.7142
H 8.9566 9.9236 11.4061
H 10.5739 8.0160 10.8455
C 10.7414 18.8871 12.4326
C 9.7449 18.2657 11.4501
C 8.9209 17.3221 12.2416
O 9.6486 16.1506 12.5223
C 8.8579 15.0708 13.0320
N 8.7712 19.2908 11.0725
H 11.5283 19.5270 12.0494
H 11.2672 18.2102 13.0987
H 10.2405 19.5331 13.1931
H 10.2874 17.8306 10.6197
H 8.0244 17.0872 11.7384
H 8.5657 17.9862 13.0738
H 8.5234 15.3619 14.0493
H 9.4901 14.1951 13.1191
H 7.9858 14.7872 12.4098
H 9.0929 20.2103 10.9428
H 8.2538 18.9501 10.2383
C 14.2052 19.6767 8.7102
C 13.7328 18.2243 8.4914
C 14.7593 17.1098 8.3142
O 14.0512 16.0256 7.7830
C 14.9189 15.0750 7.4650
N 12.8151 17.8212 9.5538
H 13.5682 20.2631 9.3337
H 14.3682 20.1806 7.7915
H 15.2237 19.6499 9.1874
H 13.1431 18.2037 7.5535
H 15.2205 16.8385 9.2595
H 15.5550 17.3299 7.6104
H 15.7213 15.6090 6.9453
H 14.5767 14.4149 6.7483
H 15.3753 14.4887 8.2925
H 12.3915 16.8979 9.3930
H 13.3418 17.6948 10.4251
C 20.6895 14.0856 10.0677
C 19.1917 13.7957 10.2966
C 18.3232 13.8889 9.1021
O 18.6219 12.9655 8.1253
C 17.5170 12.6977 7.2278
N 18.9454 12.5043 10.9875
H 20.8433 15.1116 9.8017
H 21.1079 13.5104 9.2911
H 21.3017 13.7719 10.9163
H 18.7971 14.6062 10.9617
H 18.4237 14.9094 8.6819
H 17.2318 13.7809 9.3944
H 16.7763 12.1196 7.7275
H 17.9226 12.2062 6.4038
H 17.1242 13.7102 6.8125
H 19.7321 11.8728 10.9319
H 18.7388 12.6358 11.9657
C 14.2528 13.2538 17.2521
C 12.9092 12.8304 17.9152
C 11.8559 13.9824 17.7616
O 11.5150 14.1781 16.4329
C 10.3679 14.9475 16.2074
N 12.4289 11.6043 17.3098
H 14.9269 12.4276 17.3439
H 14.7422 14.0710 17.7631
H 14.1813 13.3912 16.2047
H 13.0642 12.7793 19.0300
H 12.2456 14.8917 18.2195
H 10.9638 13.6559 18.2422
H 10.4025 15.7512 16.9697
H 9.4324 14.3513 16.2445
H 10.4304 15.3872 15.2195
H 12.0398 10.9243 17.9232
H 11.7390 11.8540 16.5800
C 13.0914 11.5441 10.9891
C 13.8271 12.9365 11.0708
C 13.3009 13.7451 12.1876
O 13.9454 14.9819 12.2341
C 13.0556 16.0218 12.6369
N 15.2787 12.6992 11.1330
H 12.0661 11.7799 10.8966
H 13.2160 10.9196 11.8953
H 13.5004 11.0616 10.0836
H 13.4558 13.4829 10.2072
H 13.5088 13.1832 13.0794
H 12.2558 13.9551 12.0518
H 12.2089 16.0257 11.9976
H 13.6060 17.0263 12.5028
H 12.6158 15.8298 13.6889
H 15.8416 13.5651 10.9826
H 15.6371 11.9611 10.5062

## Properties
Gap between HOMO and LUMO ... 9.48 eV
Maximum force ... 3.53 eV Å⁻¹
Total charge ... 0
Multiplicity ... 1
LUMO energy ... 0.0189 Eh
HOMO ... -8.9625 eV

Mulliken population analysis, charges in e, atoms 1 to 2: -0.885, 0.885

---

# 8
# C4H3O2Tl

A molecular structure, C4H3O2Tl (ωB97M-V with the def2-TZVPD basis set, the OMol25 dataset).

Positions of all 10 atoms, in Å:
O 2.0955 -0.8423 0.2685
C 0.9533 -0.8395 -0.2698
C -0.2543 -0.5176 -0.3261
C -1.5445 -0.0263 -0.3980
C -1.8049 1.3609 -0.5810
O -2.9294 1.8790 -0.6700
H 3.6856 -1.2227 0.3400
H -2.4056 -0.6855 -0.2386
H -0.9004 2.0106 -0.6286
Tl 3.1047 -1.1166 2.5038

## Properties
Gap between HOMO and LUMO (spin up / spin down) ... 5.56 / 5.37 eV
Maximum force ... 3.61 eV Å⁻¹
Total charge ... -1
Multiplicity ... 2
LUMO energy (spin up / spin down) ... 0.1076 / 0.0999 Eh
HOMO (spin up / spin down) ... -2.6285 / -2.6558 eV

Mulliken population analysis, charges in e, atoms 1 to 2: -0.619, 0.350

---

# 9
# C2H4N

A gas-phase ion, C2H4N (charge +1) (ωB97M-V with the def2-TZVPD basis set, the OMol25 dataset).

Positions of all 7 atoms, in Å:
C 1.6596 -0.0311 -0.0304
C -1.0620 -0.0636 0.0394
N 0.5698 0.2811 0.1291
H 2.6917 0.0574 0.0465
H -1.5600 0.0436 0.9372
H -1.1807 0.8028 -0.7015
H -1.1184 -1.0901 -0.4203

## Properties
Gap between HOMO and LUMO ... 13.49 eV
Maximum force ... 5.49 eV Å⁻¹
Total charge ... +1
Multiplicity ... 1
LUMO energy ... -0.2152 Eh
HOMO ... -19.3432 eV

Mulliken population analysis, charges in e, atoms 1 to 2: 0.102, -0.422

---

# 10
# C5H8O

A molecular structure, C5H8O (ωB97M-V with the def2-TZVPD basis set, the OMol25 dataset).

Positions of all 14 atoms, in Å:
C -1.7225 0.5492 0.0566
C -2.6904 -0.3297 0.2890
C 1.7274 0.6431 -0.5863
C 1.4416 -0.8368 -0.5691
O 1.6302 -0.8083 0.8825
C 1.8719 0.5404 0.7366
H -1.5441 0.9572 -0.9361
H -1.0604 0.8966 0.8455
H -2.8659 -0.7333 1.2832
H -3.3497 -0.6791 -0.5018
H 0.4210 -1.1507 -0.8051
H 2.1805 -1.4963 -1.0330
H 2.0963 1.1576 1.6004
H 1.7849 1.4176 -1.3350

## Properties
Gap between HOMO and LUMO ... 10.12 eV
Maximum force ... 0.38 eV Å⁻¹
Total charge ... 0
Multiplicity ... 1
LUMO energy ... 0.0424 Eh
HOMO ... -8.9641 eV

Mulliken population analysis, charges in e, atoms 1 to 2: -0.515, -0.399

---

# 11
# H56O28

28 unconnected molecules or ions with the total composition H56O28 (ωB97M-V with the def2-TZVPD basis set, the OMol25 dataset).

Positions of all 84 atoms, in Å:
O 16.7689 -4.7316 -13.4004
H 16.6584 -5.4129 -14.0637
H 16.4586 -5.1338 -12.5892
O 13.1377 -6.6668 -7.8457
H 12.8173 -6.2972 -7.0229
H 12.6906 -7.5098 -7.9202
O 15.6335 -7.2251 -8.9187
H 15.6942 -8.1398 -9.1943
H 14.8349 -7.1856 -8.3924
O 11.3664 -4.5622 -13.4075
H 11.8094 -4.5559 -14.2560
H 12.0206 -4.2300 -12.7928
O 11.2880 -2.5753 -7.5077
H 11.3938 -3.2917 -8.1337
H 10.4568 -2.1666 -7.7490
O 9.8621 -6.8859 -13.6729
H 10.3694 -6.8120 -12.8646
H 10.3715 -6.3997 -14.3213
O 10.2994 -10.6676 -10.1452
H 10.9089 -11.0702 -10.7637
H 9.4495 -10.7103 -10.5835
O 13.8162 -4.9551 -11.8724
H 14.6666 -5.3585 -11.6980
H 14.0232 -4.1652 -12.3719
O 16.2704 -5.7461 -11.0918
H 15.8807 -6.1021 -10.2933
H 17.1970 -5.6364 -10.8783
O 14.3136 -7.6433 -12.9322
H 14.5112 -7.7812 -13.8585
H 14.3025 -6.6919 -12.8281
O 9.3877 -4.4248 -11.3476
H 9.2592 -4.8542 -12.1934
H 10.2420 -4.7355 -11.0479
O 15.8253 -2.6194 -10.2456
H 15.1736 -1.9673 -9.9879
H 15.3106 -3.3539 -10.5799
O 10.5128 -9.6145 -6.0889
H 9.8469 -9.0688 -6.5073
H 10.3819 -9.4760 -5.1509
O 14.3662 -2.5631 -13.0689
H 15.0276 -2.6318 -13.7574
H 14.6142 -1.7816 -12.5750
O 6.9569 -8.4408 -12.3341
H 7.0686 -8.2080 -11.4123
H 6.0088 -8.4575 -12.4643
O 11.7860 -8.9992 -8.4558
H 11.6414 -9.5552 -7.6901
H 11.3817 -9.4776 -9.1796
O 12.9273 -9.6844 -12.1719
H 13.4346 -10.1141 -11.4833
H 13.3654 -8.8437 -12.3037
O 7.8574 -8.5763 -14.9187
H 7.7068 -8.4240 -13.9858
H 8.5638 -7.9730 -15.1494
O 10.6266 -9.8983 -13.3235
H 11.4081 -9.9325 -12.7719
H 10.3202 -8.9945 -13.2499
O 11.4063 -12.5000 -13.5530
H 12.3385 -12.6505 -13.7097
H 11.3022 -11.5507 -13.6176
O 12.8641 -4.4029 -9.3215
H 13.0599 -4.7319 -10.1988
H 13.0745 -5.1327 -8.7390
O 8.3575 -10.8942 -12.0488
H 7.8850 -10.0894 -12.2618
H 9.0797 -10.9216 -12.6765
O 14.7026 -10.1309 -9.9096
H 14.8660 -11.0166 -9.5855
H 14.4551 -9.6323 -9.1309
O 6.0319 -6.7717 -9.4491
H 5.8675 -5.8692 -9.7223
H 6.9391 -6.9385 -9.7049
O 14.1386 -2.7554 -7.4224
H 13.8903 -3.5070 -7.9606
H 13.3099 -2.3215 -7.2193
O 11.7848 -6.8188 -16.3551
H 11.1694 -6.7261 -17.0824
H 12.1020 -5.9301 -16.1944
O 8.7669 -7.7778 -9.9572
H 8.7674 -8.0861 -9.0510
H 9.6805 -7.5544 -10.1352
O 11.5865 -6.8798 -11.3726
H 11.7622 -7.6449 -10.8248
H 12.4169 -6.4042 -11.3942

## Properties
Gap between HOMO and LUMO ... 9.51 eV
Maximum force ... 1.67 eV Å⁻¹
Total charge ... 0
Multiplicity ... 1
LUMO energy ... -0.0198 Eh
HOMO ... -10.0447 eV

Mulliken population analysis, charges in e, atoms 1 to 2: -0.645, 0.313

---

What is the total charge in the fifth record? +1